74
Properties=species:S:1:pos:R:3:lowdin_charge:R:1 method="wB97M-V/def2-TZVPD" homo_lumo_gap_ev="3.2 / 5.3" molar_mass_g_mol=748.623 e_homo_ha="0.0373 / -0.0402" charge=-2 de_lowest_kj_mol=86.9 s_squared=8.854 lumo_energy_ev="4.2 / 4.2" multiplicity=6
Mn -0.32955 -0.10115 0.15002 0.808
S 3.22469 0.27851 3.27544 0.982
C 3.67793 -1.10603 2.29935 -0.480
C 4.82388 -1.86932 2.35579 -0.140
C 4.98237 -2.93191 1.46063 -0.152
C 3.97739 -3.20212 0.53147 -0.130
C 2.81981 -2.44460 0.46816 -0.065
C 2.64428 -1.36884 1.35957 -0.357
N 1.57985 -0.54840 1.41285 -0.014
C 1.72184 0.42497 2.34248 -0.551
C 0.80610 1.49597 2.44585 -0.316
C 0.91805 2.51581 3.41918 -0.098
C 0.03056 3.57954 3.41783 -0.153
C -0.98051 3.64632 2.46579 -0.147
C -1.09293 2.61919 1.51141 -0.145
C -0.23106 1.54000 1.45850 -0.162
H 5.59717 -1.64488 3.08264 0.088
H 5.87942 -3.53881 1.49115 0.071
H 4.10215 -4.02794 -0.16123 0.086
H 2.03697 -2.66968 -0.24709 0.084
H 1.70123 2.46459 4.17035 0.068
H 0.12741 4.36034 4.16680 0.077
H -1.67674 4.47897 2.46086 0.069
H -1.89984 2.69534 0.78616 0.070
S 2.92117 -0.10180 -3.18349 1.080
C 3.36384 1.22161 -2.15112 -0.462
C 4.47349 2.05542 -2.22183 -0.112
C 4.60223 3.04726 -1.26671 -0.114
C 3.63945 3.20493 -0.26445 -0.077
C 2.53522 2.37840 -0.19393 0.023
C 2.39944 1.37274 -1.14854 -0.271
N 1.36195 0.46301 -1.21558 0.050
C 1.50236 -0.36544 -2.19944 -0.524
C 0.52929 -1.43598 -2.41120 -0.266
C 0.56330 -2.26968 -3.52949 -0.079
C -0.39931 -3.25533 -3.66198 -0.124
C -1.37504 -3.39077 -2.67574 -0.110
C -1.38513 -2.55332 -1.56723 -0.119
C -0.43139 -1.54760 -1.39219 -0.140
H 5.21755 1.92764 -2.99832 0.094
H 5.46305 3.70511 -1.29320 0.087
H 3.76202 3.98491 0.47679 0.097
H 1.77968 2.48958 0.57353 0.097
H 1.32896 -2.14758 -4.29042 0.082
H -0.39249 -3.91453 -4.52288 0.082
H -2.12912 -4.16579 -2.77440 0.086
H -2.14788 -2.68169 -0.80578 0.083
C -4.69162 2.02684 -2.80455 -0.072
N -3.35128 2.26144 -2.33061 -0.112
C -2.34200 2.73842 -3.24896 -0.075
C -1.05057 2.16832 -2.64201 -0.469
O 0.05294 2.43026 -3.08054 0.041
N -1.38084 1.35096 -1.60178 0.153
C -2.71381 1.35657 -1.49093 -0.428
N -3.36128 0.57226 -0.67188 0.164
H -5.03401 2.90780 -3.34816 0.080
H -5.37567 1.87242 -1.97103 0.074
H -4.75508 1.15523 -3.47040 0.091
H -2.29631 3.82703 -3.30780 0.120
H -2.47534 2.32955 -4.25775 0.124
H -2.78032 -0.01676 0.12473 0.018
H -4.33921 0.73877 -0.50693 0.049
Cl -0.15835 -3.18261 1.71238 0.723
C -1.75804 -2.81966 2.30798 -0.579
C -2.32723 -3.72795 3.16639 -0.180
C -3.60473 -3.52878 3.69096 -0.167
C -4.26828 -2.36539 3.32261 -0.194
C -3.68843 -1.45834 2.46377 -0.579
Cl -4.61381 0.01280 2.15939 0.611
C -2.38349 -1.58712 1.84927 -0.456
N -1.86644 -0.73593 1.01005 -0.125
H -1.75688 -4.61181 3.42698 0.081
H -4.05178 -4.24041 4.37235 0.069
H -5.25122 -2.14082 3.72011 0.077

=====

76
Properties=species:S:1:pos:R:3:lowdin_charge:R:1 method="wB97M-V/def2-TZVPD" homo_lumo_gap_ev="6.5 / 7.5" molar_mass_g_mol=724.552 e_homo_ha="-0.5000 / -0.5090" charge=+2 de_lowest_kj_mol=157.0 s_squared=6.239 lumo_energy_ev="-7.1 / -6.3" multiplicity=5
Mn -0.45570 0.33266 -0.06086 0.852
N 0.19843 2.70978 -0.61145 -0.003
P 1.85709 -0.44403 -0.58308 1.095
C 2.69157 -0.31338 -2.15481 -0.364
C 2.94523 0.97525 -2.62763 -0.092
C 3.63312 1.14724 -3.81713 -0.052
C 4.05285 0.03690 -4.53863 -0.042
C 3.79052 -1.24390 -4.07474 -0.046
C 3.11130 -1.42772 -2.87929 -0.065
C 3.05931 -0.31449 0.71819 -0.344
C 4.42972 -0.36714 0.45111 -0.053
C 5.33487 -0.27023 1.49588 -0.042
C 4.87751 -0.12765 2.79830 -0.036
C 3.51489 -0.06934 3.06955 -0.054
C 2.60604 -0.15177 2.03091 -0.092
C -2.02967 2.51989 -1.60331 -0.185
C -3.18043 3.06048 -2.15722 0.024
C -4.23517 2.23190 -2.49273 0.000
C -4.12030 0.86834 -2.26438 -0.017
C -2.95810 0.40030 -1.69382 -0.090
N -1.92873 1.20095 -1.36158 0.044
H 1.03489 3.25774 -0.43756 0.155
H 2.61387 1.84296 -2.06990 0.094
H 3.83849 2.14309 -4.18407 0.117
H 4.58723 0.17173 -5.46927 0.120
H 4.11920 -2.10382 -4.64202 0.119
H 2.91831 -2.42856 -2.51926 0.107
H 4.78690 -0.48371 -0.56306 0.112
H 6.39603 -0.30928 1.29407 0.120
H 5.58907 -0.05479 3.60971 0.121
H 3.16975 0.04907 4.08722 0.116
H 1.54298 -0.08458 2.24633 0.087
H -3.23976 4.12617 -2.32756 0.134
H -5.13417 2.64553 -2.92885 0.131
H -4.91512 0.18232 -2.51616 0.124
H -2.82690 -0.65452 -1.48492 0.109
O -3.36022 6.05908 2.33313 0.109
N -2.78714 5.44065 3.20525 -0.349
O -2.62018 5.79843 4.34494 0.133
C -2.29398 4.08404 2.85839 -0.055
C -2.61107 3.12608 3.76548 0.082
C -2.31605 1.77092 3.45892 -0.113
C -2.75466 0.65786 4.20776 0.053
C -2.50371 -0.60939 3.74866 -0.002
C -1.81352 -0.77246 2.53857 -0.067
N -1.36549 0.25322 1.83683 0.043
C -1.59853 1.51728 2.29420 -0.143
C -1.13407 2.56772 1.45366 -0.128
N -0.21814 2.06874 0.52489 -0.125
C -0.83915 3.43810 -1.34399 -0.227
C -1.16900 4.74828 -0.67906 -0.016
C -1.41526 4.92318 0.61829 0.004
C -1.58874 3.86358 1.62205 -0.029
H -3.13589 3.39410 4.67145 0.146
H -3.30523 0.81318 5.12682 0.140
H -2.84189 -1.48142 4.28827 0.125
H -1.62441 -1.75880 2.13299 0.122
H -0.40934 3.65873 -2.32632 0.163
H -1.13435 5.63185 -1.30393 0.125
H -1.58980 5.93362 0.95043 0.115
O 1.45991 -2.11941 -0.57123 -0.137
C 0.19780 -2.48034 -0.52958 -0.425
O -0.72246 -1.64219 -0.42720 -0.071
C -0.06559 -3.91860 -0.58509 -0.122
C 0.99480 -4.82682 -0.63903 0.032
C 0.72903 -6.18358 -0.69220 0.043
C -0.59294 -6.58608 -0.68803 -0.096
C -1.66342 -5.71303 -0.63418 0.038
C -1.39132 -4.35851 -0.58289 0.024
N -0.88308 -8.04784 -0.74370 -0.341
O 0.07059 -8.78674 -0.81556 0.115
O -2.03985 -8.37541 -0.61394 0.113
H 2.01676 -4.47729 -0.62939 0.128
H 1.51636 -6.92109 -0.73449 0.134
H -2.67147 -6.09975 -0.63302 0.133
H -2.20037 -3.64327 -0.54614 0.123

=====

71
Properties=species:S:1:pos:R:3:lowdin_charge:R:1 method="wB97M-V/def2-TZVPD" homo_lumo_gap_ev="8.1 / 7.6" molar_mass_g_mol=619.482 e_homo_ha="-0.1982 / -0.1871" charge=-1 s_squared=6.012 lumo_energy_ev="2.7 / 2.5" multiplicity=5
Fe -0.93605 0.23764 -1.52346 0.865
O 0.88055 -0.51724 -1.80734 -0.235
C 2.12737 -0.01640 -1.55536 -0.505
C 2.06328 1.50986 -1.19833 -0.052
C 1.32230 1.75974 0.07809 -0.248
C 1.96543 2.27934 1.19556 -0.012
C 1.22995 2.52239 2.34154 -0.050
C -0.10916 2.17725 2.36934 -0.018
C -0.69006 1.63747 1.22960 -0.248
C -2.12216 1.20533 1.19187 -0.061
C -2.28029 -0.34986 1.06770 -0.483
O -1.58513 -0.83549 -0.01320 -0.257
C -3.79832 -0.60661 0.86796 -0.125
C -4.31633 -0.55179 -0.42446 -0.025
C -5.64597 -0.84484 -0.67634 -0.085
C -6.49203 -1.18848 0.36982 -0.112
C -5.99567 -1.22022 1.66189 -0.096
C -4.65945 -0.93028 1.91048 -0.025
C -1.80070 -1.08621 2.32559 -0.147
C -1.38996 -2.40900 2.16545 -0.019
C -0.94633 -3.15688 3.24340 -0.089
C -0.89533 -2.58903 4.51026 -0.110
C -1.29219 -1.27324 4.68042 -0.091
C -1.74623 -0.52923 3.59775 -0.051
N 0.01456 1.49298 0.10095 0.138
C 2.80245 -0.72760 -0.37322 -0.146
C 2.00840 -1.27939 0.62641 -0.007
C 2.59204 -1.91136 1.71491 -0.072
C 3.97356 -2.00499 1.81270 -0.111
C 4.77052 -1.47718 0.80606 -0.099
C 4.18758 -0.83529 -0.27781 -0.033
C 2.94146 -0.24895 -2.84313 -0.150
C 3.50221 0.74460 -3.63178 -0.038
C 4.05137 0.43609 -4.87368 -0.099
C 4.04536 -0.86477 -5.34197 -0.115
C 3.49757 -1.87035 -4.55112 -0.087
C 2.95717 -1.56301 -3.31709 -0.025
H 1.53086 1.98048 -2.03019 0.123
H 3.07459 1.91231 -1.11700 0.117
H 3.01919 2.51935 1.15209 0.112
H 1.69512 2.98579 3.20266 0.104
H -0.70535 2.35846 3.25286 0.106
H -2.57778 1.61866 0.29029 0.098
H -2.67109 1.57813 2.05641 0.120
H -3.64959 -0.30514 -1.23960 0.098
H -6.02187 -0.81265 -1.69176 0.098
H -7.52933 -1.43163 0.17485 0.092
H -6.65212 -1.48197 2.48345 0.095
H -4.28365 -0.97768 2.92499 0.107
H -1.41665 -2.82703 1.16862 0.121
H -0.63835 -4.18498 3.09495 0.099
H -0.54294 -3.16738 5.35571 0.092
H -1.24660 -0.81898 5.66325 0.096
H -2.06298 0.49198 3.76533 0.098
H 0.92941 -1.22360 0.52183 0.101
H 1.96459 -2.33953 2.48830 0.091
H 4.43060 -2.50334 2.65940 0.090
H 5.84877 -1.57421 0.85913 0.092
H 4.80876 -0.42997 -1.06793 0.113
H 3.50965 1.77527 -3.29898 0.101
H 4.47120 1.22593 -5.48557 0.094
H 4.43727 -1.09523 -6.32518 0.090
H 3.47493 -2.89283 -4.90912 0.095
H 2.49797 -2.32887 -2.70602 0.123
O -1.48172 1.51140 -2.85278 -0.253
N -1.25104 2.60261 -3.48006 -0.009
C -1.36962 3.75055 -2.85655 -0.320
C -1.81625 3.94828 -1.51933 -0.178
N -2.19077 4.10101 -0.44307 0.184
C -1.03458 4.94968 -3.54138 -0.205
N -0.78243 5.97015 -4.00908 0.138